Formula: C41H35BrCsN10S2
Source: OMol25
Level of theory: wB97M-V/def2-TZVPD

Geometry as XYZ:
```
90
Properties=species:S:1:pos:R:3:mulliken_charge:R:1
Cs 0.0694 0.3679 0.2713 1.068
C 3.4151 3.2546 -2.8184 -0.617
C 3.6675 1.8960 -2.9111 -0.683
C 3.5380 1.0850 -1.8041 0.329
C 3.1333 1.6130 -0.5662 -0.457
C 2.8441 2.9830 -0.5018 -0.272
C 2.9922 3.7885 -1.6113 -0.464
N 2.8943 0.8190 0.5206 0.068
C 3.7754 0.0174 1.0508 0.307
C 5.1753 0.0439 0.7229 -0.511
C 6.0744 -0.7796 1.3181 -0.682
C 5.6645 -1.7113 2.2994 -0.751
C 4.3536 -1.7723 2.6555 -0.629
C 3.3692 -0.9324 2.0666 0.176
N 2.0709 -0.9952 2.3665 0.697
N 1.6832 -1.9239 3.1876 -1.036
C 0.4235 -1.9638 3.6460 0.089
C -0.0557 -3.2434 4.0323 -0.528
C -1.2984 -3.3589 4.5960 -0.381
C -2.0659 -2.2055 4.7828 -0.674
C -1.5201 -0.9961 4.4026 -0.471
N -0.3209 -0.8554 3.8605 -0.159
H 3.5376 3.8911 -3.6835 0.377
H 3.9675 1.4684 -3.8599 0.323
H 3.7286 0.0219 -1.8832 0.539
H 2.5212 3.4050 0.4414 0.400
H 2.7670 4.8451 -1.5412 0.376
H 5.4952 0.7541 -0.0286 0.369
H 7.1189 -0.7414 1.0323 0.370
H 6.4021 -2.3623 2.7532 0.362
H 4.0063 -2.4872 3.3868 0.420
H 0.5847 -4.0978 3.8649 0.436
H -1.6819 -4.3256 4.9020 0.416
H -3.0506 -2.2558 5.2218 0.420
H -2.0718 -0.0728 4.5548 0.411
C -3.8780 -5.2667 1.4474 -1.421
C -3.8456 -3.7709 1.3917 0.791
C -5.0146 -3.0229 1.2923 -0.615
C -4.9495 -1.6397 1.2356 -0.754
C -3.6874 -1.0658 1.2832 0.077
Br -3.4937 0.8303 1.2200 -0.077
N -2.5699 -1.7495 1.3734 0.315
C -2.6430 -3.0671 1.4230 -0.535
H -4.9014 -5.6358 1.4470 0.395
H -3.3794 -5.6275 2.3451 0.303
H -3.3612 -5.6885 0.5870 0.307
H -5.9771 -3.5171 1.2539 0.371
H -5.8354 -1.0282 1.1505 0.480
H -1.6934 -3.5781 1.4906 0.447
N -0.3212 1.8839 4.4495 -0.187
C -0.3207 2.9739 3.6748 0.395
N -0.5359 3.0016 2.4110 -0.063
C -0.4935 4.2652 1.8942 -0.361
C -0.2352 5.2513 2.7993 -0.503
S -0.0488 4.5875 4.3881 -0.313
C -0.7283 4.4571 0.4763 0.408
C -0.3306 5.5252 -0.2714 -0.572
S -0.7811 5.3160 -1.9259 -0.254
C -1.5044 3.7639 -1.4675 0.393
N -1.3845 3.4839 -0.2226 -0.253
N -2.2134 3.0515 -2.3721 -0.469
H -0.1488 0.9633 4.0218 0.454
H -0.0402 1.9930 5.4086 0.186
H -0.1600 6.3088 2.6506 0.447
H 0.2022 6.4011 0.0348 0.454
H -1.8869 3.1146 -3.3268 0.249
H -2.3774 2.0925 -2.0911 0.321
C -1.2207 -4.4039 -2.8350 -0.716
C -2.1169 -3.6546 -2.0849 -0.312
C -2.0304 -2.2813 -2.0391 -0.444
C -1.0302 -1.5831 -2.7505 -0.263
C -0.1400 -2.3708 -3.5204 -0.022
C -0.2302 -3.7402 -3.5479 -0.636
N -0.8829 -0.2527 -2.5987 0.174
C -0.4674 0.5385 -3.6062 -0.499
C 0.2527 1.7232 -3.3354 0.357
C 0.5367 2.6393 -4.3238 -0.359
C 0.1371 2.4228 -5.6349 -0.892
C -0.5570 1.2569 -5.9336 -0.668
C -0.8524 0.3390 -4.9549 -0.148
H -1.2919 -5.4832 -2.8681 0.371
H -2.9056 -4.1615 -1.5380 0.430
H -2.7510 -1.7085 -1.4660 0.395
H 0.6471 -1.8683 -4.0699 0.428
H 0.4834 -4.3079 -4.1351 0.341
H 0.5835 1.9120 -2.3212 -0.243
H 1.0837 3.5393 -4.0684 0.446
H 0.3712 3.1399 -6.4101 0.387
H -0.8749 1.0720 -6.9537 0.363
H -1.4166 -0.5500 -5.2040 0.455
```

## Properties
Net charge ... -1
LUMO energy ... 1.8 eV
Gap between HOMO and LUMO ... 5.31 eV

---

Formula: C41H35N5OPRuS
Source: OMol25
Level of theory: wB97M-V/def2-TZVPD

Geometry as XYZ:
```
85
Properties=species:S:1:pos:R:3:mulliken_charge:R:1
Ru -0.3010 0.6331 -0.0134 -0.580
C 6.9989 -0.7323 2.3552 -0.444
C 6.4745 -1.7251 1.5422 -0.695
C 5.1789 -1.6158 1.0504 -0.405
C 4.3935 -0.5132 1.3677 0.135
C 4.9354 0.4855 2.1794 -0.421
C 6.2240 0.3771 2.6726 -0.737
P 2.7084 -0.2294 0.7220 2.356
C 2.2211 -1.7533 -0.0984 0.094
C 2.1986 -2.9567 0.5991 -0.055
C 1.6677 -4.0927 0.0010 -1.035
C 1.1692 -4.0251 -1.2906 -0.460
C 1.2033 -2.8246 -1.9929 -0.710
C 1.7170 -1.6862 -1.3963 -0.691
C 2.8019 1.2231 -0.2621 0.642
C 3.9390 1.7991 -0.8366 -0.556
C 3.8072 3.0466 -1.4116 -0.814
C 2.5588 3.6804 -1.3702 -0.571
C 1.4462 3.0637 -0.8263 -0.686
C 1.4967 1.7617 -0.2599 -0.483
H 8.0089 -0.8181 2.7377 0.362
H 7.0744 -2.5896 1.2844 0.395
H 4.7779 -2.3941 0.4141 0.370
H 4.3406 1.3601 2.4183 0.405
H 6.6269 1.1601 3.3032 0.373
H 2.5462 -3.0034 1.6249 0.630
H 1.6135 -5.0161 0.5636 0.345
H 0.7295 -4.9047 -1.7458 0.383
H 0.7872 -2.7617 -2.9904 0.361
H 1.6954 -0.7331 -1.9091 0.329
H 4.8930 1.2815 -0.8351 0.455
H 4.6529 3.5271 -1.8892 0.340
H 2.4563 4.6688 -1.8093 0.348
H 0.4926 3.5813 -0.8747 0.526
S 2.0967 -0.5177 3.8006 -0.429
C 1.5517 0.1640 2.1817 -0.248
N 0.2821 -0.3570 1.8280 -0.296
C 0.0772 -1.5343 2.4802 -1.341
C -0.8710 -2.5228 2.1797 0.236
C -0.9496 -3.6881 2.9264 -0.884
C -0.0925 -3.9428 3.9929 -0.581
C 0.8754 -2.9871 4.3044 -0.405
C 0.9436 -1.8260 3.5665 0.726
H 1.5871 1.2523 2.2197 0.937
H -1.5246 -2.3911 1.3355 0.462
H -1.6997 -4.4208 2.6485 0.407
H -0.1633 -4.8613 4.5623 0.355
H 1.5761 -3.1509 5.1161 0.369
C -4.0444 2.2800 -1.6909 -1.809
C -4.7044 2.5565 -0.3403 3.200
C -6.1025 1.9313 -0.3064 -1.919
C -4.8174 4.0651 -0.1219 -1.956
C -3.9482 1.9520 0.8582 -2.128
N -3.1460 1.0503 0.5798 0.684
H -4.6487 2.7002 -2.5026 0.529
H -3.9355 1.2070 -1.8648 0.303
H -3.0525 2.7316 -1.7417 0.258
H -6.7266 2.3520 -1.1027 0.420
H -6.5847 2.1197 0.6558 0.416
H -6.0410 0.8499 -0.4494 0.339
H -5.4239 4.5263 -0.9096 0.417
H -3.8276 4.5244 -0.1435 0.343
H -5.2728 4.2719 0.8492 0.467
N -0.2273 4.9371 -4.4500 -0.584
C -0.6635 3.9866 -3.5221 0.830
O -1.4268 4.3262 -2.6237 -0.637
C -0.1641 2.6489 -3.7198 0.142
C -0.4546 1.6160 -2.8204 0.503
N -0.6316 0.6581 -2.1806 -0.479
C 0.7551 2.3806 -4.7560 -0.484
N 1.5028 2.2275 -5.6284 -0.671
H -0.3313 5.8756 -4.1006 0.260
H 0.6391 4.7460 -4.9289 0.239
C -2.3349 0.1061 0.3012 -0.310
C -3.0549 -1.1969 0.1879 0.535
C -4.0832 -1.5703 1.0562 0.213
C -4.6903 -2.8115 0.9445 -0.755
C -4.3040 -3.6971 -0.0564 -0.489
C -3.3023 -3.3211 -0.9451 -0.563
C -2.6805 -2.0881 -0.8200 0.006
H -4.3851 -0.8747 1.8313 0.471
H -5.4682 -3.0955 1.6454 0.362
H -4.7772 -4.6689 -0.1414 0.345
H -2.9951 -4.0017 -1.7321 0.385
H -1.8700 -1.7918 -1.4769 0.303
```

## Properties
Net charge ... -2
LUMO energy (alpha / beta) ... 4.0 / 4.0 eV
Expectation value of S² ... 0.7602
Gap between HOMO and LUMO (alpha / beta) ... 4.76 / 4.44 eV
2S+1 ... 2